{
  "formula": "C4H13N3",
  "method": "ωB97M-V/def2-TZVPD",
  "total_charge": 2,
  "homo_energy_ev": -16.69,
  "homo_lumo_gap_ev": 9.35,
  "energy_ev": -8810.219,
  "elements": ["N", "C", "C", "N", "C", "C", "N", "H", "H", "H", "H", "H", "H", "H", "H", "H", "H", "H", "H", "H"],
  "positions_angstrom": [[-1.50137, -2.12784, 1.79844], [-0.47553, -1.43730, 1.04131], [-0.43019, -0.11758, 0.66776], [-1.09550, 0.72720, 1.64768], [-0.23024, 0.38252, -0.78401], [1.35758, 0.69808, -0.82416], [1.79561, 0.94688, -2.23807], [-1.19830, -2.97637, 2.17952], [-2.36326, -2.23899, 1.29001], [0.45900, -2.05882, 0.75325], [-1.41159, 0.18973, 2.42112], [-0.52771, 1.52906, 1.94316], [-2.03048, 1.05084, 1.31318], [-0.62375, -0.41681, -1.45086], [-0.68216, 1.33484, -1.11049], [1.95594, -0.29524, -0.49575], [1.34996, 1.65862, -0.37408], [1.17771, 0.45360, -2.84629], [2.75527, 0.72024, -2.43434], [1.71901, 1.97732, -2.49736]]
}